{
  "formula": "C25H54AlCl6FLi3N4O15P2S",
  "method": "wB97M-V/def2-TZVPD",
  "species": ["C", "C", "C", "C", "C", "N", "C", "C", "C", "O", "C", "C", "C", "O", "C", "C", "C", "C", "F", "C", "C", "N", "N", "N", "P", "O", "O", "S", "C", "O", "O", "H", "H", "H", "H", "H", "H", "H", "H", "H", "H", "H", "H", "H", "H", "H", "H", "H", "H", "H", "H", "H", "H", "H", "H", "H", "H", "H", "H", "H", "H", "H", "H", "H", "H", "H", "H", "H", "H", "H", "H", "C", "O", "O", "O", "C", "Cl", "Cl", "Cl", "H", "Li", "Li", "Li", "C", "C", "C", "O", "H", "H", "H", "H", "H", "H", "H", "H", "O", "P", "O", "O", "O", "C", "Cl", "Cl", "Cl", "H", "Al", "C", "O", "H", "H", "H", "H"],
  "coordinates": [[-5.383, -1.882, 0.869], [-3.763, -2.053, 0.663], [-3.255, -3.591, 0.416], [-1.757, -3.708, -0.286], [-0.802, -4.576, 0.780], [0.390, -5.209, 0.099], [0.035, -6.195, -0.786], [-0.650, -7.641, -0.436], [0.391, -5.902, -2.394], [-0.507, -3.843, 2.018], [0.783, -3.150, 1.990], [0.623, -1.703, 2.825], [-0.372, -0.795, 1.858], [1.976, -1.193, 2.974], [2.091, 0.112, 3.619], [0.907, 0.446, 4.736], [1.314, 1.599, 5.824], [-0.121, 2.356, 6.235], [1.817, 1.034, 7.132], [2.122, 1.405, 2.608], [3.293, 1.398, 1.471], [2.933, 2.541, 0.496], [4.688, 1.708, 1.954], [3.374, 0.155, 0.615], [3.712, -0.037, 4.695], [4.829, -1.169, 3.985], [4.424, 1.508, 5.013], [2.036, -4.152, 3.007], [1.669, -6.027, 2.963], [1.983, -3.792, 4.544], [3.462, -3.899, 2.415], [-5.622, -1.551, 1.990], [-5.718, -0.949, 0.204], [-6.016, -2.809, 0.540], [-3.419, -1.278, -0.148], [-3.264, -1.698, 1.687], [-4.065, -4.094, -0.302], [-3.296, -4.238, 1.419], [-1.936, -4.295, -1.302], [-1.289, -2.679, -0.584], [-1.505, -5.485, 1.109], [0.094, -8.477, -0.092], [-1.502, -7.546, 0.392], [-1.225, -8.008, -1.415], [-0.241, -6.573, -3.122], [0.378, -4.757, -2.659], [1.521, -6.256, -2.522], [1.175, -2.840, 0.933], [0.094, -2.042, 3.840], [0.359, -0.257, 1.083], [-1.099, -1.441, 1.197], [-1.049, -0.040, 2.452], [-0.067, 0.853, 4.177], [0.569, -0.503, 5.348], [2.000, 2.456, 5.413], [-0.166, 2.487, 7.420], [-1.025, 1.620, 5.980], [-0.242, 3.405, 5.707], [1.093, 1.564, 2.024], [2.256, 2.421, 3.222], [2.224, 2.201, -0.205], [2.556, 3.306, 1.097], [4.752, 2.580, 2.520], [5.173, 0.895, 2.388], [3.846, -0.599, 1.187], [2.445, -0.155, 0.254], [5.703, -0.681, 3.831], [3.983, 2.266, 4.534], [1.902, -6.451, 4.038], [0.511, -6.138, 2.791], [2.284, -6.582, 2.113], [4.214, 5.671, 1.002], [3.265, 5.298, 1.675], [4.208, 5.797, -0.228], [5.326, 5.978, 1.446], [0.835, 7.127, -0.658], [-0.614, 7.527, -1.596], [1.481, 8.574, 0.135], [0.475, 5.870, 0.538], [1.594, 6.743, -1.344], [3.236, 10.277, 0.699], [-1.101, -7.122, -4.345], [-5.070, -1.052, -1.317], [-0.939, -2.739, -7.767], [-1.674, -3.004, -6.463], [-1.381, -1.926, -5.432], [-1.277, -4.272, -5.946], [0.146, -2.734, -7.611], [-1.149, -3.529, -8.495], [-1.234, -1.777, -8.198], [-2.752, -3.050, -6.651], [-0.312, -1.892, -5.193], [-1.907, -2.137, -4.494], [-1.690, -0.940, -5.793], [-0.320, -4.240, -5.776], [-1.013, 8.778, -4.692], [-1.531, 10.165, -4.279], [-0.350, 11.040, -3.827], [-2.530, 10.014, -3.119], [-2.232, 10.829, -5.475], [-3.060, -0.774, -10.708], [-3.814, -2.292, -10.191], [-2.917, 0.346, -9.343], [-1.470, -1.084, -11.428], [-3.698, -0.314, -11.466], [1.143, 1.714, 8.994], [-3.004, 8.637, 1.387], [-2.064, 9.167, 0.470], [-3.652, 9.444, 1.737], [-3.609, 7.875, 0.890], [-2.477, 8.201, 2.239], [-1.503, 8.428, 0.178]],
  "homo_lumo_gap_ev": 1.072,
  "e_homo_ev": -5.6,
  "total_charge": 1
}



{
  "formula": "C25H55I2NO19P4",
  "method": "wB97M-V/def2-TZVPD",
  "species": ["C", "C", "O", "N", "C", "C", "C", "C", "C", "C", "O", "C", "O", "C", "C", "I", "C", "C", "I", "H", "H", "H", "H", "H", "H", "H", "H", "H", "H", "H", "H", "H", "H", "H", "H", "H", "H", "H", "C", "O", "P", "O", "O", "C", "O", "C", "H", "H", "H", "H", "H", "H", "H", "H", "H", "C", "O", "P", "O", "O", "C", "O", "C", "H", "H", "H", "H", "H", "H", "H", "H", "H", "C", "O", "P", "O", "O", "C", "O", "C", "H", "H", "H", "H", "H", "H", "H", "H", "H", "C", "O", "P", "O", "O", "C", "O", "C", "H", "H", "H", "H", "H", "H", "H", "H", "H"],
  "coordinates": [[0.972, 0.263, 1.320], [1.504, -0.419, -0.045], [0.727, -0.560, -1.035], [2.908, -0.806, -0.072], [3.196, -1.862, -1.091], [3.360, -1.331, -2.589], [4.422, -0.144, -2.785], [5.556, -0.046, -1.660], [6.766, 0.920, -2.116], [7.465, 1.347, -0.714], [8.386, 2.384, -1.188], [7.966, 2.979, -2.432], [8.595, 3.760, -3.166], [6.446, 2.411, -2.597], [5.714, 2.664, -3.978], [6.453, 1.563, -5.731], [4.620, 3.550, -4.111], [3.836, 3.781, -5.507], [3.831, 4.743, -2.436], [1.735, -0.005, 2.141], [0.961, 1.409, 1.256], [-0.064, -0.145, 1.612], [3.207, -1.219, 0.831], [4.089, -2.528, -0.850], [2.277, -2.565, -1.100], [3.699, -2.204, -3.250], [2.367, -0.969, -3.037], [4.960, -0.329, -3.784], [3.912, 0.878, -2.883], [5.108, 0.411, -0.702], [6.003, -1.059, -1.361], [7.510, 0.310, -2.735], [6.782, 1.912, 0.029], [7.874, 0.513, -0.053], [5.952, 2.863, -1.675], [3.809, 2.847, -6.155], [2.748, 4.003, -5.191], [4.211, 4.714, -6.040], [-3.340, -0.112, 0.784], [-3.502, 0.084, 2.178], [-4.480, -0.895, 3.196], [-4.686, -1.998, 2.163], [-5.694, 0.205, 3.145], [-6.208, 0.667, 1.914], [-5.396, -1.788, 4.352], [-4.613, -2.263, 5.450], [-2.273, -0.223, 0.570], [-3.867, -0.965, 0.366], [-3.691, 0.787, 0.269], [-6.193, -0.109, 1.147], [-5.637, 1.539, 1.583], [-7.240, 0.977, 2.067], [-4.182, -1.419, 5.992], [-3.816, -2.917, 5.082], [-5.258, -2.827, 6.125], [-6.329, -3.385, 0.195], [-7.125, -3.201, -0.965], [-7.001, -4.141, -2.396], [-6.120, -5.218, -1.774], [-6.104, -2.980, -3.130], [-4.934, -2.474, -2.527], [-7.032, -5.008, -3.887], [-8.314, -5.537, -4.217], [-6.991, -3.549, 1.049], [-5.616, -4.203, 0.147], [-5.773, -2.463, 0.377], [-4.406, -3.239, -1.955], [-5.189, -1.627, -1.884], [-4.269, -2.116, -3.311], [-9.037, -4.725, -4.331], [-8.650, -6.225, -3.435], [-8.238, -6.079, -5.160], [-7.091, -7.118, 8.745], [-7.857, -6.965, 7.565], [-8.765, -5.563, 7.165], [-8.123, -4.724, 8.264], [-10.155, -6.261, 7.683], [-10.244, -6.842, 8.966], [-9.676, -4.174, 6.702], [-9.315, -3.655, 5.426], [-6.060, -7.352, 8.464], [-7.082, -6.258, 9.411], [-7.489, -7.972, 9.300], [-9.640, -6.306, 9.700], [-9.939, -7.891, 8.915], [-11.283, -6.807, 9.288], [-9.500, -4.403, 4.652], [-8.258, -3.373, 5.423], [-9.921, -2.773, 5.221], [12.259, 7.492, -4.607], [11.039, 8.084, -5.010], [9.936, 8.870, -3.953], [10.900, 8.924, -2.772], [8.981, 7.541, -3.891], [9.507, 6.278, -3.534], [8.747, 9.723, -3.038], [8.480, 11.035, -3.526], [13.072, 7.942, -5.182], [12.492, 7.580, -3.549], [12.219, 6.428, -4.858], [10.308, 6.362, -2.797], [9.867, 5.765, -4.431], [8.712, 5.683, -3.103], [8.089, 10.984, -4.545], [9.395, 11.636, -3.509], [7.734, 11.503, -2.883]],
  "homo_lumo_gap_ev": 6.151,
  "e_homo_ev": -9.0,
  "smiles": "CC(=O)NCCCC[C@@H]1COC(=O)[C@H]1/C(I)=C(/C)I.COP(=O)(OC)OC.COP(=O)(OC)OC.COP(=O)(OC)OC.COP(=O)(OC)OC"
}



{
  "formula": "C25H55IN2O4P2S",
  "method": "wB97M-V/def2-TZVPD",
  "species": ["C", "C", "C", "C", "C", "C", "C", "C", "C", "C", "C", "C", "C", "C", "C", "C", "C", "C", "C", "C", "C", "N", "C", "P", "P", "O", "O", "O", "C", "N", "S", "C", "I", "H", "H", "H", "H", "H", "H", "H", "H", "H", "H", "H", "H", "H", "H", "H", "H", "H", "H", "H", "H", "H", "H", "H", "H", "H", "H", "H", "H", "H", "H", "H", "H", "H", "H", "H", "H", "H", "H", "H", "H", "H", "H", "H", "H", "H", "H", "H", "H", "H", "H", "H", "H", "C", "O", "H", "H", "H"],
  "coordinates": [[-5.610, 1.816, -5.854], [-4.346, 2.513, -6.387], [-4.501, 4.039, -6.459], [-3.160, 4.759, -6.600], [-2.530, 4.546, -8.000], [-1.329, 3.580, -7.932], [-0.100, 4.288, -7.362], [0.894, 3.400, -6.607], [0.264, 2.452, -5.569], [0.998, 2.424, -4.224], [2.500, 2.087, -4.374], [2.881, 0.844, -3.562], [2.662, 1.009, -2.063], [3.132, -0.235, -1.281], [2.334, -0.475, -0.003], [2.850, -1.699, 0.755], [2.371, -1.664, 2.229], [2.131, -3.074, 2.812], [0.656, -3.441, 2.957], [-0.198, -2.506, 3.830], [0.195, -2.542, 5.306], [-1.034, -2.451, 6.125], [-0.743, -2.526, 7.557], [-2.253, -2.183, 8.572], [-3.845, -3.004, 7.356], [-3.369, -4.079, 6.476], [-4.921, -3.525, 8.410], [-4.643, -1.860, 6.590], [0.280, -1.483, 7.973], [1.517, -1.665, 7.182], [2.704, -0.505, 7.823], [1.286, -1.572, 5.692], [0.895, 0.453, 5.073], [-6.125, 1.260, -6.634], [-5.400, 1.185, -4.993], [-6.308, 2.580, -5.508], [-4.091, 2.132, -7.378], [-3.478, 2.310, -5.757], [-5.133, 4.315, -7.308], [-5.027, 4.358, -5.557], [-2.473, 4.423, -5.821], [-3.337, 5.825, -6.445], [-3.295, 4.164, -8.674], [-2.144, 5.515, -8.320], [-1.155, 3.219, -8.948], [-1.637, 2.720, -7.340], [-0.388, 5.143, -6.748], [0.437, 4.715, -8.214], [1.587, 4.061, -6.079], [1.510, 2.828, -7.301], [-0.785, 2.698, -5.394], [0.260, 1.436, -5.974], [0.493, 1.687, -3.601], [0.904, 3.413, -3.773], [2.771, 1.966, -5.421], [3.087, 2.905, -3.951], [2.332, -0.026, -3.935], [3.942, 0.611, -3.696], [3.180, 1.909, -1.720], [1.607, 1.154, -1.820], [4.198, -0.128, -1.076], [3.012, -1.086, -1.958], [1.276, -0.586, -0.249], [2.451, 0.417, 0.619], [2.499, -2.622, 0.297], [3.939, -1.644, 0.781], [1.449, -1.079, 2.229], [3.085, -1.122, 2.849], [2.659, -3.232, 3.754], [2.555, -3.778, 2.094], [0.187, -3.435, 1.967], [0.551, -4.459, 3.335], [-0.266, -1.499, 3.426], [-1.211, -2.912, 3.776], [0.632, -3.539, 5.490], [-1.549, -3.310, 5.942], [-0.321, -3.494, 7.861], [-2.409, -0.786, 8.478], [-4.570, -3.405, 9.300], [-4.097, -1.513, 5.874], [0.522, -1.600, 9.028], [-0.130, -0.484, 7.830], [1.962, -2.604, 7.352], [3.785, -0.977, 7.174], [2.236, -1.917, 5.293], [3.640, -5.077, 5.688], [2.734, -4.275, 6.305], [4.167, -5.800, 6.351], [3.224, -5.730, 4.885], [4.482, -4.554, 5.173]],
  "homo_lumo_gap_ev": 6.148,
  "e_homo_ev": -6.7
}



{
  "formula": "C25H55N3O2",
  "method": "wB97M-V/def2-TZVPD",
  "species": ["O", "H", "C", "C", "C", "C", "C", "C", "N", "O", "C", "C", "C", "H", "H", "H", "H", "H", "H", "H", "H", "H", "H", "H", "H", "H", "H", "H", "H", "H", "H", "C", "C", "C", "N", "C", "C", "C", "C", "C", "H", "H", "H", "H", "H", "H", "H", "H", "H", "H", "H", "H", "H", "H", "H", "H", "H", "H", "C", "C", "C", "N", "C", "C", "C", "C", "C", "H", "H", "H", "H", "H", "H", "H", "H", "H", "H", "H", "H", "H", "H", "H", "H", "H", "H"],
  "coordinates": [[0.259, 0.130, -0.493], [-0.072, -0.565, -1.094], [-2.798, -0.607, 3.355], [-2.109, 0.616, 2.751], [-2.816, 1.810, 3.434], [-2.085, 3.227, 3.422], [-0.759, 2.966, 4.151], [0.096, 1.814, 3.506], [-0.678, 0.562, 3.178], [0.136, -0.553, 2.867], [1.253, 1.537, 4.640], [0.761, 2.400, 2.247], [-2.283, 0.665, 1.166], [-2.538, -0.791, 4.398], [-2.462, -1.491, 2.812], [-3.837, -0.606, 3.025], [-3.149, 1.643, 4.458], [-3.755, 2.007, 2.916], [-2.643, 4.036, 3.894], [-1.924, 3.617, 2.417], [-0.832, 2.587, 5.170], [-0.204, 3.867, 4.410], [1.788, 2.421, 4.986], [2.029, 0.874, 4.256], [0.815, 1.078, 5.526], [0.000, 2.655, 1.510], [1.440, 1.774, 1.668], [1.313, 3.319, 2.442], [-3.309, 0.850, 0.847], [-2.065, -0.292, 0.693], [-1.919, 1.595, 0.729], [1.134, 5.069, -1.136], [0.741, 4.098, -2.239], [-0.636, 3.424, -1.941], [-1.216, 2.566, -3.133], [-1.818, 3.453, -4.193], [-0.186, 1.560, -3.672], [-0.950, 0.604, -4.495], [-2.170, 0.388, -3.601], [-2.259, 1.571, -2.658], [0.430, 5.893, -1.020], [2.054, 5.562, -1.450], [1.526, 4.624, -0.222], [1.550, 3.410, -2.485], [0.431, 4.771, -3.038], [-1.349, 4.225, -1.745], [-0.657, 2.810, -1.040], [-0.966, 3.997, -4.598], [-2.510, 4.157, -3.730], [-2.377, 2.860, -4.917], [0.637, 2.045, -4.197], [0.244, 1.089, -2.788], [-1.270, 1.122, -5.400], [-0.447, -0.318, -4.785], [-2.993, 0.006, -4.205], [-1.939, -0.450, -2.943], [-3.216, 2.092, -2.676], [-1.913, 1.264, -1.671], [3.643, -6.924, 0.638], [3.457, -5.457, 0.407], [1.965, -5.100, 0.337], [1.723, -3.587, -0.080], [2.156, -2.671, 1.069], [0.190, -3.417, -0.350], [-0.019, -3.641, -1.891], [1.325, -3.661, -2.544], [2.295, -3.102, -1.472], [4.685, -7.069, 0.923], [3.545, -7.537, -0.258], [3.113, -7.340, 1.495], [4.077, -5.217, -0.457], [3.903, -4.881, 1.218], [1.562, -5.160, 1.348], [1.421, -5.675, -0.413], [3.241, -2.568, 1.093], [1.788, -3.105, 1.998], [1.640, -1.734, 0.858], [-0.081, -2.383, -0.138], [-0.357, -4.046, 0.352], [-0.655, -2.826, -2.236], [-0.629, -4.523, -2.087], [1.337, -3.345, -3.588], [1.546, -4.727, -2.598], [2.240, -2.014, -1.453], [3.361, -3.328, -1.476]],
  "homo_lumo_gap_ev": [7.518, 7.510],
  "e_homo_ev": [-9.2, -9.2],
  "total_charge": 1,
  "s_squared": 0.7550,
  "multiplicity": 2
}